77
Properties=species:S:1:pos:R:3:forces:R:3:lowdin_charge:R:1 method="wB97M-V/def2-TZVPD" charge=+2 lumo_ha=-0.2313 gap_ha=0.261 homo_energy_ev=-13.4 total_energy_ev=-88802.8236 relative_energy_kcal_mol=4.13
Hf 0.795386 -0.228776 -0.314478 0.5 0.1 0.1 1.6067
N -2.043468 -2.866092 -2.649574 0.0 0.0 0.0 0.1662
C -1.183237 -1.947716 -2.259653 0.0 0.0 0.0 -0.1341
N -0.448899 -2.025479 -1.167158 -0.2 0.1 0.0 0.0040
C -0.652599 -3.124613 -0.326161 0.1 0.1 0.1 -0.2624
N -0.046586 -3.207765 0.808040 -0.1 -0.1 0.0 0.1051
N 0.783534 -2.141778 1.032123 -0.1 0.4 -0.1 -0.0882
C 1.402656 -2.150694 2.147761 -0.1 0.0 0.0 -0.0123
C 2.402124 -1.123734 2.385709 0.0 0.0 0.0 -0.2419
C 3.173045 -1.149615 3.531601 0.0 0.0 0.0 0.0258
C 4.200696 -0.228316 3.674596 0.0 0.0 0.0 -0.0004
C 4.417977 0.666791 2.646231 0.0 0.0 0.0 -0.0016
C 3.585038 0.638137 1.536537 0.0 0.0 0.0 -0.0810
N 2.575577 -0.222820 1.392238 0.0 0.0 0.0 0.0262
C -1.560052 -4.186337 -0.730454 0.0 0.0 0.0 -0.0785
C -1.754752 -5.338782 0.035782 0.0 0.0 0.0 0.0115
C -2.633731 -6.307335 -0.398418 0.0 0.0 0.0 -0.0341
C -3.331896 -6.142149 -1.596243 0.0 0.0 0.0 -0.0290
C -3.154783 -5.009347 -2.365179 0.0 0.0 0.0 0.0090
C -2.266554 -4.040328 -1.920480 0.0 0.0 0.1 -0.1587
H -2.559811 -2.711405 -3.503947 0.0 0.0 0.0 0.1790
H -1.074789 -1.074078 -2.889872 0.0 0.0 0.0 0.0938
H 1.218814 -2.935811 2.874007 0.0 -0.1 -0.1 0.1522
H 2.975515 -1.895041 4.289658 0.0 0.0 0.0 0.1324
H 4.822334 -0.225967 4.559310 0.0 0.0 0.0 0.1307
H 5.219440 1.390291 2.685158 0.0 0.0 0.0 0.1255
H 3.754720 1.339782 0.736347 0.0 0.0 0.0 0.1028
H -1.209247 -5.452286 0.961162 0.0 0.0 0.0 0.1211
H -2.785046 -7.200782 0.190779 0.0 0.0 0.0 0.1207
H -4.019455 -6.908282 -1.927199 0.0 0.0 0.0 0.1234
H -3.694697 -4.876102 -3.294213 0.0 0.0 0.0 0.1267
F 4.147712 -4.636229 -4.218536 0.0 0.0 0.0 0.1674
C 3.448812 -3.558032 -3.915997 0.0 0.0 0.0 -0.1251
C 3.375815 -3.121869 -2.601203 0.0 0.0 0.0 -0.1391
F 3.997373 -3.767938 -1.624564 0.0 0.0 0.0 0.1508
C 2.629103 -1.995475 -2.345063 -0.1 0.1 0.0 -0.1968
F 2.563515 -1.541102 -1.031115 0.1 -0.1 0.0 -0.0531
C 1.939384 -1.262861 -3.288067 0.0 0.0 0.0 -0.4936
S 1.067392 0.196464 -2.845134 0.0 -0.1 0.1 0.7500
C 2.028263 -1.731821 -4.593986 0.0 0.0 0.0 -0.2252
F 1.392509 -1.089867 -5.567455 0.0 0.0 0.0 0.1169
C 2.774826 -2.858202 -4.908656 0.0 0.0 0.0 -0.1271
F 2.844135 -3.275634 -6.159541 0.0 0.0 0.0 0.1655
C -5.852927 4.607419 2.127612 0.0 0.0 0.0 -0.0261
C -4.766015 3.650171 1.741397 0.0 0.0 0.0 -0.2320
C -3.954430 3.900105 0.633664 0.0 0.0 0.0 -0.0051
C -2.942091 3.027564 0.279650 0.0 0.0 0.0 -0.0365
C -2.754798 1.885748 1.049995 0.1 0.0 0.0 -0.3171
C -3.544720 1.604204 2.162208 0.0 0.0 0.0 -0.0348
C -4.546434 2.492733 2.495554 0.0 0.0 0.0 -0.0065
S -1.464682 0.804780 0.675419 -0.1 0.0 0.2 0.6273
O -1.739067 -0.578981 0.990142 -0.2 0.0 0.1 -0.2858
O -1.101366 0.923575 -0.782085 0.1 -0.1 0.0 -0.4217
N -0.062149 1.095745 1.388244 0.0 -0.3 -0.2 -0.2043
C 0.386808 2.441787 1.417529 -0.2 0.2 0.0 -0.2750
C -0.124141 3.365768 2.293531 0.1 -0.1 0.1 0.0063
C 0.329573 4.697842 2.288063 0.0 0.0 0.0 -0.0317
C 1.301397 5.095303 1.416179 0.0 0.0 0.0 -0.0045
C 1.846018 4.169115 0.498898 0.1 -0.1 0.0 -0.1330
C 2.858449 4.515290 -0.421694 0.0 0.0 0.0 0.0383
C 3.323354 3.575545 -1.297896 0.0 0.0 0.0 -0.0097
C 2.760077 2.293929 -1.280708 0.0 0.0 0.0 -0.1641
N 1.819556 1.914559 -0.430986 -0.2 0.1 0.1 -0.0514
C 1.371629 2.838871 0.487204 0.0 0.0 -0.2 -0.1626
H -6.107169 5.274954 1.307217 0.0 0.0 0.0 0.0864
H -5.530328 5.220173 2.971937 0.0 0.0 0.0 0.0990
H -6.751106 4.075080 2.437833 0.0 0.0 0.0 0.0925
H -4.125494 4.785829 0.035948 0.0 0.0 0.0 0.1265
H -2.318070 3.215168 -0.584116 0.0 0.0 0.0 0.1238
H -3.383709 0.700243 2.735145 0.0 0.0 0.0 0.1258
H -5.180434 2.285048 3.347924 0.0 0.0 0.0 0.1297
H -0.875307 3.054488 3.008377 0.0 0.0 0.0 0.1276
H -0.092975 5.401626 2.991908 0.0 0.0 0.0 0.1213
H 1.668283 6.113230 1.413853 0.0 0.0 0.0 0.1278
H 3.251417 5.524496 -0.424637 0.0 0.0 0.0 0.1362
H 4.095502 3.800724 -2.018969 0.0 0.0 0.0 0.1239
H 3.089258 1.556861 -1.999032 0.0 0.0 0.0 0.0786